1.
Here is 2 unconnected molecules or ions with the total composition C3H9NO3 from the OMol25 dataset. Energies are from ωB97M-V/def2-TZVPD.

Results
Net charge   0
LUMO energy   0.63 eV
Molar mass   107.11 g/mol
Energy above the lowest of the compared OMol25 structures with the same formula, charge and spin   162.25 kJ/mol
SMILES   N[C@@H](C=O)CO.O
HOMO-LUMO gap   9.984 eV
F_max   0.8 eV Å⁻¹

```
16
Properties=species:S:1:pos:R:3:forces:R:3:nbo_charge:R:1
N -0.08525 -1.47670 1.20892 0.0431 0.2062 -0.4505 -0.848
C 0.56248 -0.19974 0.99813 0.4046 -0.0353 0.1077 -0.203
C 1.38708 -0.26136 -0.28355 -0.6089 -0.0221 0.5752 0.435
O 2.02120 0.66924 -0.69739 0.2141 0.1836 -0.4496 -0.542
C -0.39812 0.98663 0.97608 0.2222 -0.3142 -0.4755 -0.060
O -1.46095 0.82875 0.06709 -0.4749 -0.2461 -0.0799 -0.751
H 0.02770 -1.83211 2.13778 -0.1777 -0.0479 0.3178 0.370
H -1.05840 -1.36159 0.96141 -0.1952 -0.3315 0.1924 0.378
H 1.30669 0.02341 1.77348 -0.1027 -0.1485 0.0869 0.218
H 1.30416 -1.23977 -0.78009 0.2731 -0.1395 -0.2888 0.129
H 0.20005 1.85943 0.74184 0.0488 0.4654 0.0794 0.176
H -0.86401 1.07178 1.95142 0.0360 0.2070 0.2022 0.183
H -1.20041 0.54332 -0.82854 0.0410 0.1428 0.3436 0.493
O -0.72100 -0.09315 -2.48600 -0.2256 -0.2204 0.0880 -0.961
H -1.10707 0.06084 -3.36048 0.3785 0.1741 0.3453 0.494
H 0.08585 0.42102 -2.38012 0.1236 0.1266 -0.5942 0.490
```
Forces are in eV/Å.

2.
Here is a single C3H9NO3 molecule in a non-equilibrium geometry from the OMol25 dataset. Energies are from ωB97M-V/def2-TZVPD.

Results
Net charge   0
LUMO energy (alpha / beta)   0.69 / -1.94 eV
Molar mass   107.11 g/mol
Multiplicity   3
HOMO-LUMO gap (alpha / beta)   4.225 / 8.048 eV
F_max   4.2 eV Å⁻¹

```
16
Properties=species:S:1:pos:R:3:forces:R:3:lowdin_spin:R:1
C -0.51127 -1.78837 1.16868 -0.3997 2.7856 -0.2031 0.023
C -0.16524 -1.08428 -0.10577 -2.9839 1.7550 0.0520 0.037
C 0.14351 0.35285 0.28217 1.2446 -1.1960 1.8419 0.277
N 0.45712 2.48664 -1.14383 2.1880 2.3115 -2.7555 0.618
O 0.83407 -1.66903 -0.83648 1.0599 -2.1659 3.3461 0.019
O -0.81802 1.05130 1.02875 1.7272 -2.2122 0.9382 0.044
O 0.26407 1.10054 -1.16038 -0.7560 -0.8636 -0.5439 0.756
H 0.27999 -1.66772 1.85556 0.7846 0.5760 1.1853 0.002
H -0.59685 -2.77819 1.08396 -0.7950 -4.0870 -0.7443 0.005
H -1.45809 -1.32905 1.48160 0.4767 -0.2880 0.4585 0.001
H -1.14512 -1.00188 -0.71704 1.1941 -0.2786 0.6040 0.010
H 1.19710 0.49300 0.70424 -1.3863 -0.2651 -0.3958 0.015
H 0.83549 2.74097 -2.09565 -0.8043 0.6484 1.0211 0.095
H 1.13392 2.74616 -0.42653 -0.4806 0.1891 0.3853 0.075
H 0.84201 -1.34656 -1.67693 0.0318 1.5326 -3.6370 0.005
H -1.29269 1.69362 0.55763 -1.1011 1.5584 -1.5526 0.019
```
Forces are in eV/Å.

3.
Here is 2 unconnected molecules or ions with the total composition C3H9NO3S in a non-equilibrium geometry from the OMol25 dataset. Energies are from ωB97M-V/def2-TZVPD.

Results
Net charge   0
LUMO energy   0.73 eV
Molar mass   139.18 g/mol
Energy above the lowest of the compared OMol25 structures with the same formula, charge and spin   225.24 kJ/mol
SMILES   CC1(C)OS1(=O)=O.N
HOMO-LUMO gap   11.206 eV
F_max   1.6 eV Å⁻¹

```
17
Properties=species:S:1:pos:R:3:forces:R:3:nbo_charge:R:1
C 0.42213 1.46252 -1.09588 0.1027 0.1272 -0.0433 -0.652
C 0.12807 0.00262 -0.99594 -0.6450 0.4591 0.9760 0.062
C -1.25270 -0.49185 -1.26752 -0.0809 -0.0205 -0.1898 -0.651
O 1.19465 -0.87419 -1.47515 0.6108 -0.5744 0.2551 -0.680
S 1.06079 -0.91027 0.15114 0.7308 -0.5459 -1.2906 2.286
O 0.60648 -2.18742 0.61058 -0.2976 0.1977 0.0091 -0.898
O 2.20196 -0.31937 0.78378 -0.2271 0.2904 0.0509 -0.903
H 0.19463 1.83531 -2.09466 -0.0534 -0.0675 -0.0589 0.228
H 1.47474 1.63105 -0.88894 0.0458 0.1160 0.0164 0.246
H -0.17885 2.00840 -0.36982 -0.0422 -0.0042 -0.0004 0.241
H -1.49557 -0.38667 -2.32690 0.0798 0.0855 -0.0030 0.229
H -1.97188 0.07217 -0.67871 -0.0305 0.0336 0.0423 0.239
H -1.30755 -1.54064 -1.00539 -0.1690 -0.1829 0.0262 0.246
N -0.39205 0.02264 2.42773 0.0313 0.1006 0.0175 -1.108
H -0.77349 0.46407 3.25718 0.0092 0.0620 -0.1118 0.368
H 0.61086 0.18615 2.42927 -0.0664 0.0305 0.2683 0.372
H -0.52222 -0.97452 2.53924 0.0018 -0.1073 0.0360 0.374
```
Forces are in eV/Å.

4.
Here is 2 unconnected molecules or ions with the total composition C3H9NO3S in a non-equilibrium geometry from the OMol25 dataset. Energies are from ωB97M-V/def2-TZVPD.

Results
Net charge   0
LUMO energy   0.47 eV
Molar mass   139.18 g/mol
Energy above the lowest of the compared OMol25 structures with the same formula, charge and spin   37.84 kJ/mol
SMILES   O=C(O)NCCS.O
HOMO-LUMO gap   9.687 eV
F_max   1.2 eV Å⁻¹

```
17
Properties=species:S:1:pos:R:3:forces:R:3:nbo_charge:R:1
O 1.73476 1.07732 1.51238 -0.1871 -0.0961 0.0908 -0.641
C 1.08483 1.34440 0.52977 -0.2496 -0.3834 -0.0867 0.885
O 0.18681 2.37248 0.51659 0.1823 -0.2790 -1.1044 -0.705
N 1.08710 0.62603 -0.62757 0.5029 0.0979 0.0992 -0.646
C 1.52728 -0.76750 -0.59933 -0.5853 0.6807 0.1051 -0.232
C 0.40351 -1.69399 -1.06116 0.5346 -0.3353 -0.5821 -0.543
S -1.07813 -1.64675 -0.02472 0.0271 -0.1151 -0.0752 -0.034
H -0.06651 2.46095 1.42657 0.0279 0.5146 0.8935 0.494
H 0.73368 1.03987 -1.47172 -0.3306 -0.0280 0.1028 0.403
H 2.41960 -0.92967 -1.20184 0.1048 0.0004 -0.0146 0.196
H 1.75186 -0.91546 0.45441 0.2474 -0.4108 -0.0853 0.239
H 0.12870 -1.49761 -2.09785 -0.1372 0.3667 0.0431 0.217
H 0.80606 -2.70679 -1.15101 -0.1325 -0.0702 0.5026 0.226
H -1.85344 -0.96703 -0.87871 0.0417 0.0557 0.1472 0.138
O -3.18002 0.59745 1.30511 -0.6496 -0.7608 -0.3308 -0.946
H -2.84447 0.12302 2.06952 0.2030 0.2762 0.0477 0.477
H -2.84161 1.48328 1.29957 0.4001 0.4866 0.2471 0.471
```
Forces are in eV/Å.

no.,E_tot (Ha)
1,-400.15969
2,-399.87547
3,-798.31640
4,-798.38778